This record from OMol25 describes a cluster of 7 separate species, C32H59FN7O8S3 in total in a non-equilibrium geometry. The level of theory is the ωB97M-V functional and the def2-TZVPD basis.

CARTESIAN COORDINATES (ANGSTROEM)
C: 0.27007 0.40722 -2.41435
S: -1.16497 -0.75606 -2.41228
O: -2.05843 -0.41328 -1.26811
O: -0.60194 -2.13682 -2.28544
C: -2.10028 -0.57455 -4.02650
C: -1.04903 -0.83700 -5.15976
C: -1.67045 -1.36634 -6.50128
C: -0.71830 -1.00428 -7.69013
S: -1.21609 0.58410 -8.49520
O: -2.68249 0.83185 -8.39837
O: -0.85270 0.46262 -9.93053
O: -0.30514 1.75925 -7.75535
C: -3.27939 -1.61211 -3.94352
O: -4.28569 -1.46334 -4.94066
C: -4.73313 -0.12143 -5.09928
C: -3.59557 0.96185 -5.12713
S: -4.32874 2.66882 -4.94128
O: -5.25129 2.65680 -3.79367
O: -3.16940 3.55953 -4.67454
F: -5.00130 3.11035 -6.34243
N: -2.61594 0.84584 -4.01346
H: 0.75323 0.41014 -1.41129
H: 0.99935 0.07714 -3.18800
H: -0.05745 1.44789 -2.68200
H: -0.54576 0.15156 -5.36932
H: -0.33176 -1.60296 -4.78436
H: -1.81335 -2.49395 -6.38848
H: -2.68235 -0.94450 -6.72443
H: -0.83835 -1.79211 -8.46688
H: 0.33926 -0.87545 -7.35987
H: -0.74964 2.62011 -7.85598
H: -2.82994 -2.63317 -3.97163
H: -3.73478 -1.50124 -2.91647
H: -5.22470 -0.07225 -6.10759
H: -5.54729 0.14679 -4.36988
H: -3.03383 0.99713 -6.09826
H: -3.09435 1.05609 -3.11263
H: -1.82222 1.49845 -4.07551
C: -2.70187 -0.35263 4.51147
C: -2.92812 -0.43588 3.00602
C: -1.63435 -0.63418 2.21210
C: -0.73291 0.51475 2.31522
N: -0.02535 1.41633 2.39633
H: -2.09510 0.51426 4.77969
H: -3.65671 -0.26112 5.03112
H: -2.20130 -1.25032 4.88173
H: -3.43982 0.46978 2.66856
H: -3.59530 -1.27631 2.79788
H: -1.88315 -0.79024 1.15940
H: -1.12271 -1.53737 2.55397
C: 2.50242 4.15709 6.44012
C: 2.66743 2.81322 5.74117
C: 1.39980 2.35173 5.01858
C: 0.29936 2.07773 5.94482
N: -0.56530 1.86456 6.67177
H: 1.75155 4.10656 7.23268
H: 3.44544 4.46128 6.89648
H: 2.20500 4.93198 5.73297
H: 2.97687 2.06141 6.47372
H: 3.47488 2.89607 5.00912
H: 1.62062 1.44204 4.45722
H: 1.08949 3.10348 4.29046
C: -1.75540 6.99882 5.88178
C: -1.18193 8.36995 5.54331
C: -0.11295 8.32125 4.44954
C: 1.08149 7.58807 4.87329
N: 2.01674 7.00968 5.20399
H: -0.99078 6.33457 6.29021
H: -2.54446 7.09466 6.62921
H: -2.18572 6.52511 4.99595
H: -0.77031 8.82141 6.44961
H: -1.99564 9.01678 5.20579
H: 0.17554 9.34186 4.18627
H: -0.52378 7.86558 3.54517
C: 1.04392 -6.93148 -4.62876
C: 1.87652 -5.90531 -5.38594
C: 1.42751 -4.46319 -5.13326
C: 0.08194 -4.20225 -5.64756
N: -0.97786 -3.99877 -6.04539
H: 0.00065 -6.91972 -4.95349
H: 1.43394 -7.93387 -4.80258
H: 1.07279 -6.74116 -3.55392
H: 1.83843 -6.12826 -6.45581
H: 2.92008 -6.00356 -5.07650
H: 2.12905 -3.77939 -5.61986
H: 1.46112 -4.24286 -4.06269
C: 6.72706 -6.71045 -3.54975
C: 6.81703 -8.04993 -4.27093
C: 5.51568 -8.44376 -4.97287
C: 4.42291 -8.68194 -4.02656
N: 3.56612 -8.86867 -3.28461
H: 5.99097 -6.73874 -2.74338
H: 7.69159 -6.45435 -3.10905
H: 6.44981 -5.91123 -4.24219
H: 7.10638 -8.82446 -3.55636
H: 7.61173 -7.99260 -5.01853
H: 5.68408 -9.35501 -5.55186
H: 5.22476 -7.66649 -5.68444
C: -0.08508 2.52643 12.48094
C: -0.30472 2.44273 10.97491
C: 0.99241 2.25047 10.18746
C: 1.88759 3.40458 10.29901
N: 2.59177 4.30797 10.39040
H: 0.51748 3.39643 12.74980
H: -1.04271 2.61403 12.99710
H: 0.41794 1.63084 12.85331
H: -0.81850 3.34590 10.63549
H: -0.96750 1.59996 10.76387
H: 0.74817 2.09404 9.13289
H: 1.50735 1.34941 10.53020

Cartesian forces (eV/Å) of the 6 atoms listed first:
C -0.24 0.46 -1.08
S 0.97 -2.74 4.43
O 1.01 0.43 -2.88
O -1.19 2.99 -1.48
C 1.05 -1.28 0.15
C -0.97 0.86 -0.48

Its net charge is +1. The LUMO energy comes out at -3.71 eV. As for the HOMO-LUMO gap: 0.3070 Ha. The value obtained for the largest force on an atom is 0.104 hartree/bohr.

This record from OMol25 describes a structure of composition C18H38B3F12Li4O5 in a non-equilibrium geometry. The level of theory is the ωB97M-V functional and the def2-TZVPD basis.

CARTESIAN COORDINATES (ANGSTROEM)
Li: 5.54356 -0.84663 1.72079
Li: 2.67979 5.72345 1.45578
Li: 3.61044 1.97896 -4.44301
Li: -1.69232 3.19521 -1.79665
B: 1.51037 8.66537 -0.74866
F: 2.40373 7.76451 -1.30422
F: 0.92812 9.25797 -1.82860
F: 0.66714 7.94619 0.02637
F: 2.20412 9.60407 0.01584
B: -0.13534 4.91116 -4.71653
F: -1.00338 4.98652 -5.77894
F: 0.99885 5.61929 -4.97665
F: -0.81101 5.48599 -3.68169
F: 0.22989 3.66587 -4.29880
B: 1.70306 1.49687 -0.15616
F: 2.47001 1.10549 -1.25575
F: 1.69151 2.89966 -0.12380
F: 0.34065 1.14020 -0.35082
F: 2.32951 0.88827 0.91580
C: -3.11425 -2.75534 3.53226
C: -4.63811 -2.46146 3.51371
C: -4.78153 -0.95956 3.45852
O: -3.59914 -0.48435 4.07275
C: -2.51946 -1.35383 3.81785
H: -2.83153 -3.16034 2.56059
H: -2.83873 -3.48189 4.29667
H: -5.10037 -2.96809 4.36090
H: -5.15641 -2.79587 2.61502
H: -5.62995 -0.69435 4.08937
H: -4.91836 -0.53626 2.46343
H: -2.01829 -1.36136 4.78576
H: -1.82764 -1.04399 3.03459
C: 0.40920 -3.57714 -7.00817
C: 1.42304 -2.51019 -6.44561
C: 1.66525 -3.09934 -5.02741
O: 1.61791 -4.47996 -5.21502
C: 0.85098 -4.82892 -6.38143
H: 0.33895 -3.52698 -8.09476
H: -0.59376 -3.28419 -6.69775
H: 0.92689 -1.55062 -6.59117
H: 2.31365 -2.37620 -7.05958
H: 0.88178 -2.87125 -4.30474
H: 2.66625 -2.90461 -4.64250
H: 0.14483 -5.56463 -5.99648
H: 1.57135 -5.27521 -7.06699
C: 3.57227 -6.24819 1.17501
C: 2.21384 -5.75093 1.44337
C: 2.30467 -4.24510 1.43880
O: 3.66708 -3.96254 1.22101
C: 4.27380 -5.05327 0.51394
H: 3.66917 -7.10484 0.50805
H: 4.11362 -6.37222 2.11291
H: 1.80886 -6.15284 2.37211
H: 1.56108 -6.13471 0.65934
H: 2.03908 -3.84462 2.41715
H: 1.70594 -3.93821 0.58120
H: 5.36076 -5.09559 0.44464
H: 4.01378 -4.89618 -0.53287
C: 0.11582 3.92563 6.54368
C: 0.21105 5.38411 6.93684
C: 0.07612 6.15037 5.61072
O: 0.48905 5.21446 4.68602
C: 0.00099 3.94897 5.06309
H: -0.59997 3.36360 7.14357
H: 1.13129 3.57507 6.72816
H: 1.11115 5.58197 7.51888
H: -0.55707 5.68928 7.64745
H: 0.60719 7.09732 5.70744
H: -0.97173 6.38822 5.42761
H: 0.56253 3.15241 4.57498
H: -1.00733 3.89562 4.65254
C: -3.64714 -2.01577 -2.69378
C: -3.29281 -0.72817 -3.46489
O: -3.72739 0.40127 -2.70105
H: -4.73020 -2.10783 -2.61247
H: -3.19441 -1.94158 -1.70504
H: -3.27309 -2.89976 -3.21025
H: -3.70449 -0.85130 -4.46661
H: -2.20595 -0.64952 -3.49038
H: -4.60880 0.64237 -2.99530

Cartesian forces (eV/Å) of the 6 atoms listed first:
Li -0.49 -0.20 -0.07
Li -0.63 0.56 -0.58
Li -0.59 0.36 0.19
Li 0.49 0.23 -0.53
B 1.12 1.17 -1.33
F 1.88 -1.76 0.03

Its net charge is +1. The LUMO energy comes out at -5.45 eV. As for the HOMO-LUMO gap: 0.2120 Ha. The value obtained for the largest force on an atom is 0.063 hartree/bohr.

This record from OMol25 describes an isolated molecule of C25H25N3O4 in a non-equilibrium geometry. The level of theory is the ωB97M-V functional and the def2-TZVPD basis.

CARTESIAN COORDINATES (ANGSTROEM)
C: 1.97134 6.31234 1.43703
H: 2.44900 7.23100 1.09970
O: 2.08889 5.40716 0.36704
C: 1.56995 4.15540 0.51534
C: 1.72121 3.30172 -0.57839
C: 1.23291 2.01486 -0.53087
C: 0.57684 1.54559 0.60233
C: 0.43270 2.39395 1.68689
C: 0.92231 3.68851 1.65266
H: 0.79269 4.31767 2.51890
H: -0.05344 2.03880 2.58338
C: 0.05802 0.12113 0.64245
C: -0.76026 -0.17202 -0.58708
C: -0.30518 -1.00058 -1.56121
N: -0.98710 -1.26118 -2.71269
C: -2.12262 -0.67521 -2.85251
N: -2.68247 0.16580 -1.96983
C: -2.04132 0.48592 -0.76552
N: -2.63621 1.30121 0.01250
H: -2.12154 1.52374 0.85477
C: -3.99875 0.73748 -2.22699
C: -5.06188 -0.29751 -2.08250
C: -5.74444 -0.74489 -0.99032
C: -6.59291 -1.78087 -1.45163
C: -6.35887 -1.88836 -2.78652
O: -5.43180 -0.99901 -3.17917
H: -6.77217 -2.52982 -3.53912
H: -7.27907 -2.35977 -0.86873
H: -5.65128 -0.37489 0.00945
H: -4.12856 1.52380 -1.47993
H: -4.01739 1.14968 -3.23883
H: -2.68176 -0.87178 -3.75771
O: 0.87333 -1.67769 -1.48965
C: 1.57621 -1.60908 -0.33206
C: 1.23415 -0.82947 0.70774
C: 1.99048 -0.86027 1.96017
O: 1.62366 -0.26766 2.95435
C: 3.27339 -1.66461 1.93538
H: 4.04776 -1.00766 1.52698
C: 3.17540 -2.93220 1.08137
C: 2.13494 -3.88441 1.67405
H: 1.15364 -3.41738 1.70453
H: 2.41145 -4.16007 2.68887
H: 2.06723 -4.79242 1.07895
C: 4.53394 -3.63341 1.03530
H: 5.29900 -2.97211 0.63464
H: 4.83600 -3.93956 2.03381
H: 4.48280 -4.51957 0.40688
C: 2.76635 -2.51499 -0.33669
H: 3.59651 -1.98544 -0.81589
H: 2.53771 -3.38659 -0.95307
H: 3.55024 -1.90490 2.96333
H: -0.54820 -0.00431 1.54942
H: 1.36116 1.36616 -1.38644
H: 2.22863 3.67416 -1.45431
H: 2.48440 5.94606 2.33225
H: 0.92298 6.51755 1.67721

Cartesian forces (eV/Å) of the 6 atoms listed first:
C -0.02 0.13 0.16
H -0.05 -0.04 0.07
O 0.00 -0.25 -0.21
C -0.02 -0.12 -0.05
C 0.07 0.18 0.04
C -0.02 0.10 0.13

Its SMILES is [H]/N=c1\c2c(ncn1Cc1ccco1)OC1=C(C(=O)CC(C)(C)C1)[C@H]2c1ccc(OC)cc1. Its relative energy (zero: lowest compared OMol25 entry of this formula, charge and spin) is 306.4 kJ/mol. The LUMO energy comes out at 0.40 eV. As for the HOMO-LUMO gap: 0.3172 Ha. The value obtained for the largest force on an atom is 0.020 hartree/bohr.

This record from OMol25 describes a cluster of 2 separate species, C4H10N3 in total. The level of theory is the ωB97M-V functional and the def2-TZVPD basis.

CARTESIAN COORDINATES (ANGSTROEM)
C: -1.67502 0.01304 1.50102
C: 2.08743 0.38384 0.89547
C: 1.72348 -1.09191 0.80372
C: 0.73593 -0.07500 1.15220
N: -2.33335 -0.04887 0.37024
N: -0.60168 -0.08281 -1.91192
N: -0.40584 0.19767 1.53563
H: -2.19143 0.02839 2.45680
H: 2.69691 0.72823 1.71851
H: 2.26475 0.93946 -0.01522
H: 1.65325 -1.56748 -0.16499
H: 2.07031 -1.76306 1.57696
H: -3.34119 -0.03453 0.36228
H: -1.78783 -0.05664 -0.51750
H: 0.29804 -0.53870 -2.00360
H: -0.48805 0.87746 -2.21871
H: -1.22040 -0.52146 -2.58842

Cartesian forces (eV/Å) of the 6 atoms listed first:
C -0.51 0.07 0.24
C 0.15 0.50 -0.03
C -0.12 -0.46 -0.12
C 0.65 -0.43 0.16
N -0.15 -0.06 -0.15
N -0.25 0.09 -0.08

Its relative energy (zero: lowest compared OMol25 entry of this formula, charge and spin) is 196.9 kJ/mol. Its net charge is +1. The LUMO energy comes out at -3.71 eV. As for the HOMO-LUMO gap: 0.3746 Ha. The value obtained for the largest force on an atom is 0.015 hartree/bohr.

This record from OMol25 describes a structure of composition C5H8N2 in a non-equilibrium geometry. The level of theory is the ωB97M-V functional and the def2-TZVPD basis.

CARTESIAN COORDINATES (ANGSTROEM)
C: 1.80686 -0.30559 0.56757
C: 1.27360 0.07553 -0.69134
C: -1.16473 1.07446 -0.24126
C: -2.30149 0.36003 0.16496
C: -1.99773 -0.98667 -0.00830
H: 1.97437 -1.39724 0.68994
H: 1.29517 0.25358 1.44728
H: 3.03300 0.33942 0.83488
H: 1.63296 1.03595 -1.12565
H: 1.70162 -0.60414 -1.46233
H: -0.73213 2.03099 0.12765
H: -3.00676 0.90587 0.86401
H: -2.56265 -1.81974 -0.07582
N: -0.24595 0.15685 -0.66590
N: -0.70614 -1.11931 -0.42570

Cartesian forces (eV/Å) of the 6 atoms listed first:
C 4.35 2.39 5.45
C -0.91 2.46 -3.98
C 1.39 -0.26 1.25
C 0.09 2.70 1.37
C 3.89 2.17 -1.04
H -0.34 0.98 0.31

Its relative energy (zero: lowest compared OMol25 entry of this formula, charge and spin) is 309.7 kJ/mol. The LUMO energy comes out at 0.98 eV. As for the HOMO-LUMO gap: 0.3701 Ha. The value obtained for the largest force on an atom is 0.143 hartree/bohr.

This record from OMol25 describes a cluster of 2 separate species, C4H12O in total in a non-equilibrium geometry. The level of theory is the ωB97M-V functional and the def2-TZVPD basis.

CARTESIAN COORDINATES (ANGSTROEM)
C: -0.85461 -1.92532 -0.22878
C: -0.73298 -3.23369 0.59207
H: 0.16437 -1.63671 -0.47341
H: -1.53712 -1.98342 -1.06486
H: -1.19571 -1.08699 0.39100
H: 0.14925 -3.84676 0.46816
H: -1.59508 -3.85383 0.37025
H: -0.86232 -2.95409 1.65325
C: 0.79125 1.24875 -0.06159
C: 1.40262 2.65127 -0.18460
O: -0.62826 1.42043 -0.08622
H: 1.31237 0.55828 -0.74393
H: 0.97198 0.91768 0.98602
H: 1.16581 3.27906 0.65766
H: -0.85332 1.01680 -0.92736
H: 0.82477 3.12609 -0.99268
H: 2.45893 2.61104 -0.51509

Cartesian forces (eV/Å) of the 6 atoms listed first:
C 0.87 0.02 1.08
C -1.53 0.76 0.65
H -0.06 0.18 -0.77
H 0.24 -0.17 -0.44
H -0.16 -0.36 0.03
H 0.31 0.23 -0.21

Its SMILES is CCO.CC. Its relative energy (zero: lowest compared OMol25 entry of this formula, charge and spin) is 96.7 kJ/mol. The LUMO energy comes out at 0.98 eV. As for the HOMO-LUMO gap: 0.4124 Ha. The value obtained for the largest force on an atom is 0.061 hartree/bohr.